(1)
100
Properties=species:S:1:pos:R:3:forces:R:3 method="wB97M-V/def2-TZVPD" lumo_ev=-3.663 max_force_ev_per_a=1.11 total_charge=+1 homo_ev=-11.978 energy_ev=-123796.64011 gap_ev=8.31
C 4.177 -0.644 1.195 -0.15 -0.10 -0.32
C 2.938 -1.351 1.705 0.20 0.12 0.62
O 1.707 -0.924 1.058 0.17 0.13 0.04
P 1.577 -1.175 -0.493 0.26 -0.52 -0.23
O 2.241 -2.396 -0.966 0.12 -0.17 -0.05
C -0.196 -1.306 -0.768 -0.05 -0.13 0.29
C -0.798 -2.312 0.212 -0.38 0.36 0.11
C -2.226 -2.758 -0.158 0.30 -0.08 0.09
C -3.194 -1.626 -0.055 -0.05 -0.13 -0.11
C -3.678 -1.158 1.108 0.03 0.32 0.30
N -3.449 -1.574 2.417 -0.46 -0.24 -0.32
C -4.059 -2.551 2.851 0.39 0.45 -0.22
S -4.807 -3.769 3.388 -0.18 -0.40 0.36
N -4.510 -0.066 0.816 0.19 0.05 0.02
C -5.191 0.661 1.890 0.07 -0.04 -0.15
F -6.046 -0.164 2.468 -0.22 -0.27 0.15
F -5.845 1.697 1.422 -0.15 0.20 -0.21
F -4.307 1.062 2.765 0.31 0.12 0.25
C -4.545 0.121 -0.512 0.01 -0.38 -0.18
C -5.274 1.213 -1.209 -0.01 0.33 0.24
C -4.505 2.564 -1.270 -0.02 0.27 -0.21
C -3.450 2.782 -0.201 0.39 0.29 0.13
N -2.204 2.137 -0.364 -0.74 -0.70 -0.44
O -3.651 3.507 0.737 -0.15 -0.34 0.22
N -3.773 -0.838 -1.074 0.23 0.26 0.13
B -3.545 -1.045 -2.552 -0.07 0.13 -0.40
O -2.435 -1.706 -2.931 -0.07 -0.38 0.74
O -4.407 -0.522 -3.466 -0.20 -0.60 0.05
O 2.074 0.178 -1.144 -0.53 0.20 -0.04
C 1.633 0.543 -2.470 0.43 0.39 -0.27
C 2.271 -0.286 -3.556 -0.15 0.24 -0.23
H 4.919 -0.558 1.984 0.07 -0.03 0.02
H 4.616 -1.186 0.359 0.06 0.03 -0.05
H 3.938 0.355 0.838 0.01 0.11 0.13
H 2.784 -1.117 2.756 -0.17 0.06 0.01
H 3.037 -2.431 1.623 -0.13 -0.06 -0.17
H -0.697 -0.341 -0.667 0.01 0.06 -0.15
H -0.291 -1.679 -1.785 -0.06 0.16 -0.13
H -0.163 -3.186 0.332 0.04 -0.07 -0.14
H -0.872 -1.827 1.187 0.19 -0.12 0.13
H -2.254 -3.238 -1.129 -0.03 -0.03 -0.04
H -2.522 -3.494 0.590 -0.15 -0.11 -0.07
H -5.530 0.917 -2.213 0.04 -0.09 -0.07
H -6.205 1.372 -0.677 -0.08 -0.01 -0.03
H -4.053 2.693 -2.255 0.06 -0.12 -0.04
H -5.235 3.357 -1.140 -0.01 0.08 -0.08
H -2.029 1.453 0.365 0.46 0.49 0.31
H -2.115 1.675 -1.263 0.05 0.05 0.02
H -2.592 -2.483 -3.480 0.21 0.35 -0.54
H -5.322 -0.817 -3.404 -0.09 0.32 -0.04
H 0.542 0.544 -2.544 -0.08 -0.20 0.23
H 1.943 1.579 -2.590 0.01 0.06 0.13
H 3.350 -0.174 -3.535 0.07 -0.24 0.12
H 1.937 0.113 -4.516 -0.07 -0.06 -0.05
H 1.998 -1.336 -3.501 0.13 -0.09 0.05
O 5.400 -3.971 -4.998 -0.09 0.01 -0.07
S 5.840 -2.999 -4.044 0.16 -0.08 0.17
O 5.108 -1.778 -3.901 -0.08 0.10 -0.10
O 7.370 -2.678 -4.306 -0.01 0.03 0.04
C 7.758 -2.322 -5.656 0.13 0.07 -0.33
C 7.412 -0.890 -6.001 -0.13 0.01 0.12
C 6.025 -3.735 -2.460 0.00 -0.07 0.04
H 7.307 -3.028 -6.354 -0.07 -0.03 0.08
H 8.834 -2.477 -5.678 0.00 -0.03 0.13
H 6.334 -0.744 -6.060 0.00 -0.02 -0.02
H 7.848 -0.633 -6.967 0.03 -0.02 0.00
H 7.800 -0.209 -5.244 0.05 0.00 -0.03
H 6.610 -4.645 -2.563 0.00 0.00 0.00
H 5.022 -3.956 -2.101 -0.02 0.04 -0.01
H 6.515 -3.022 -1.803 -0.01 0.02 -0.01
O 6.826 1.061 0.957 -0.02 -0.05 -0.07
S 7.481 2.302 1.251 0.07 0.06 0.16
O 8.171 2.994 0.209 -0.03 0.00 -0.10
O 8.450 2.086 2.486 -0.02 0.03 0.02
C 9.395 0.989 2.411 0.25 -0.27 0.01
C 10.592 1.311 1.543 -0.09 0.12 -0.10
C 6.358 3.402 2.038 -0.05 0.01 0.03
H 8.875 0.094 2.068 -0.08 0.06 -0.04
H 9.697 0.823 3.443 -0.07 0.11 0.04
H 10.312 1.403 0.495 -0.01 -0.02 0.00
H 11.332 0.516 1.635 0.00 -0.01 0.04
H 11.045 2.254 1.851 0.04 -0.03 0.04
H 5.865 2.877 2.851 0.01 0.00 0.00
H 5.637 3.707 1.282 0.01 -0.01 -0.02
H 6.913 4.262 2.402 0.01 0.01 -0.01
O -9.552 3.538 5.480 -0.05 0.11 0.01
S -9.303 2.828 4.266 0.03 -0.17 -0.01
O -9.855 3.300 3.034 0.00 0.08 -0.04
O -9.696 1.304 4.471 0.02 -0.02 -0.05
C -11.020 1.030 5.003 -0.32 -0.10 0.17
C -12.106 1.163 3.958 0.11 0.12 -0.11
C -7.575 2.580 4.054 0.10 0.04 0.15
H -11.200 1.680 5.859 0.08 0.06 -0.03
H -10.956 0.008 5.371 0.12 -0.01 -0.05
H -12.231 2.198 3.643 -0.01 0.01 0.02
H -13.052 0.813 4.372 0.01 -0.03 0.02
H -11.865 0.571 3.076 -0.03 -0.05 0.03
H -7.162 2.178 4.975 -0.01 0.00 0.00
H -7.133 3.549 3.829 -0.05 0.02 0.00
H -7.432 1.898 3.225 -0.07 -0.02 -0.02

=====

(2)
85
Properties=species:S:1:pos:R:3:forces:R:3 method="wB97M-V/def2-TZVPD" lumo_ev=-2.536 max_force_ev_per_a=1.03 total_charge=+1 homo_ev=-11.767 energy_ev=-173650.26319 de_lowest_kcal_mol=0.1 gap_ev=9.23
Ga -0.531 -0.311 -0.415 -0.22 -0.55 -0.08
O -2.135 0.353 0.899 -0.15 -0.01 0.10
C -1.702 0.239 2.274 0.06 0.00 0.11
C -0.253 0.692 2.378 -0.04 -0.06 -0.06
N 0.549 -0.005 1.357 0.26 -0.04 0.22
C 0.853 -1.416 1.728 -0.03 0.10 -0.09
C -0.325 -2.343 1.432 -0.25 0.09 -0.03
O -0.529 -3.322 2.097 0.02 -0.03 -0.06
O -1.053 -1.946 0.404 0.52 -0.23 0.11
C 1.796 0.683 0.977 -0.07 0.04 0.01
C 2.176 0.314 -0.460 -0.06 0.16 -0.09
O 3.289 0.510 -0.866 -0.01 -0.06 0.02
O 1.174 -0.142 -1.188 0.15 -0.14 -0.03
H -2.492 1.235 0.744 -0.02 0.10 -0.03
H -2.337 0.845 2.917 -0.04 0.04 -0.06
H -1.835 -0.801 2.558 -0.02 -0.02 -0.02
H -0.186 1.762 2.178 -0.02 0.02 -0.02
H 0.134 0.510 3.384 0.00 -0.03 0.00
H 1.676 -1.752 1.094 0.05 -0.02 0.05
H 1.164 -1.500 2.769 -0.04 0.03 0.04
H 1.643 1.763 1.001 -0.04 0.01 -0.01
H 2.617 0.441 1.652 0.02 0.01 -0.01
C 1.620 5.158 -3.671 0.07 0.08 0.10
C 1.168 4.160 -2.580 -0.02 0.26 -0.31
C 1.673 2.760 -2.959 0.00 0.11 -0.04
C 1.829 4.577 -1.262 0.03 -0.08 0.01
Si -0.723 4.259 -2.480 -0.20 -0.78 0.64
Br -1.179 2.254 -1.084 0.12 0.41 -0.06
C -1.715 3.894 -4.070 -0.04 0.26 -0.04
C -1.954 5.257 -4.760 0.01 -0.05 -0.10
C -0.934 3.016 -5.060 -0.03 -0.05 0.01
C -3.094 3.242 -3.824 0.07 0.01 -0.05
C -1.521 5.472 -1.243 0.24 0.48 -0.34
C -1.162 6.884 -1.772 -0.04 0.04 0.11
C -3.048 5.325 -1.226 0.07 0.02 0.01
C -1.006 5.403 0.204 -0.13 -0.06 -0.06
H 2.708 5.107 -3.761 -0.01 0.00 0.00
H 1.367 6.191 -3.419 -0.01 -0.03 -0.03
H 1.205 4.934 -4.653 0.00 0.01 0.00
H 2.766 2.764 -2.929 -0.02 0.00 0.00
H 1.375 2.474 -3.966 0.01 -0.03 0.01
H 1.334 1.991 -2.270 0.02 0.00 -0.02
H 2.914 4.514 -1.381 -0.02 -0.03 0.00
H 1.548 3.914 -0.439 -0.01 0.05 0.01
H 1.591 5.603 -0.986 0.02 -0.01 0.00
H -1.023 5.768 -5.020 -0.03 0.01 0.03
H -2.565 5.927 -4.157 0.00 0.00 -0.02
H -2.497 5.081 -5.693 0.02 0.00 0.00
H 0.034 3.436 -5.324 0.00 -0.01 -0.02
H -1.517 2.943 -5.982 0.00 0.00 0.02
H -0.780 2.000 -4.699 0.03 0.04 -0.02
H -3.863 3.984 -3.620 0.00 -0.01 0.07
H -3.096 2.525 -3.003 -0.03 -0.04 -0.03
H -3.394 2.711 -4.731 -0.01 0.04 0.00
H -1.567 7.089 -2.762 0.03 0.00 0.00
H -0.082 7.049 -1.799 -0.03 0.00 0.00
H -1.581 7.632 -1.092 0.00 -0.01 -0.01
H -3.492 5.518 -2.201 -0.02 -0.02 0.01
H -3.463 6.062 -0.532 0.01 -0.02 0.00
H -3.359 4.335 -0.890 -0.04 0.01 -0.02
H 0.030 5.718 0.293 0.02 -0.03 0.02
H -1.110 4.412 0.642 0.00 -0.01 0.03
H -1.607 6.095 0.802 0.02 -0.01 0.00
C -1.064 -0.174 -3.382 -0.01 -0.10 -0.08
N -1.601 -0.773 -4.580 0.02 -0.06 0.06
C -3.043 -0.971 -4.404 0.02 -0.01 0.03
N -3.332 -1.842 -3.262 0.06 0.01 0.01
C -2.803 -1.243 -2.060 -0.02 -0.09 -0.08
N -1.313 -1.027 -2.165 -0.16 0.21 0.05
C -0.674 -2.380 -2.448 -0.04 -0.10 -0.09
N -1.220 -2.966 -3.646 -0.02 0.06 0.05
C -0.971 -2.083 -4.784 -0.02 0.04 0.02
C -2.667 -3.134 -3.483 0.01 0.04 0.01
H -1.546 0.783 -3.215 -0.04 0.01 0.01
H 0.014 -0.032 -3.471 0.02 0.01 0.03
H -3.453 -1.421 -5.307 0.00 0.00 -0.01
H -3.522 -0.002 -4.246 0.00 0.01 0.00
H -2.985 -1.887 -1.201 0.02 0.00 0.02
H -3.268 -0.269 -1.892 -0.01 0.03 -0.01
H -0.869 -3.023 -1.595 -0.01 0.01 0.03
H 0.398 -2.215 -2.556 0.01 0.02 0.00
H -1.378 -2.537 -5.687 0.00 0.00 -0.01
H 0.104 -1.949 -4.911 0.01 0.00 0.00
H -2.862 -3.788 -2.633 0.00 -0.01 0.01
H -3.076 -3.592 -4.383 0.00 0.00 0.00

=====

(3)
105
Properties=species:S:1:pos:R:3:forces:R:3 method="wB97M-V/def2-TZVPD" lumo_ev=-2.591 max_force_ev_per_a=2.81 total_charge=+1 homo_ev=-11.657 energy_ev=-171988.22366 gap_ev=9.07
C -5.919 -22.113 -37.137 0.35 -1.47 1.06
C -5.400 -21.361 -38.328 0.14 0.55 0.27
C -6.516 -20.747 -39.137 0.98 0.05 -0.92
N -5.978 -19.573 -39.936 -0.96 0.77 0.13
C -4.798 -19.848 -40.796 0.48 -1.00 -0.17
C -5.619 -18.420 -39.011 -1.63 -0.46 0.72
C -5.821 -17.161 -39.818 0.60 0.56 -0.14
C -6.755 -17.549 -40.974 0.95 0.09 -1.40
C -7.132 -19.016 -40.744 0.01 1.14 -0.21
H -6.532 -21.587 -36.403 -0.03 0.49 -0.51
H -5.105 -22.525 -36.530 0.28 0.23 -0.18
H -6.443 -23.039 -37.390 -0.19 0.28 -0.35
H -4.738 -21.991 -38.921 -0.15 -0.10 -0.08
H -4.789 -20.525 -37.978 0.08 -0.22 0.22
H -7.300 -20.341 -38.500 0.12 -0.15 -0.26
H -6.907 -21.414 -39.903 -0.19 -0.15 0.23
H -4.857 -20.818 -41.293 -0.54 0.01 0.03
H -3.913 -19.901 -40.169 -0.05 0.21 0.02
H -4.670 -19.106 -41.578 -0.19 0.24 0.23
H -4.660 -18.622 -38.548 0.14 0.35 -0.19
H -6.397 -18.467 -38.245 0.25 -0.01 0.22
H -4.826 -16.812 -40.091 -0.11 0.05 -0.75
H -6.241 -16.314 -39.281 -0.09 -0.33 0.61
H -6.217 -17.421 -41.919 0.10 -0.28 0.04
H -7.608 -16.892 -41.131 -0.23 -0.19 0.55
H -7.311 -19.608 -41.637 0.28 -0.06 -0.04
H -8.067 -18.974 -40.187 0.29 -0.72 0.53
C -2.354 -15.378 -41.764 -0.24 -0.86 -0.94
Cl -3.670 -15.161 -42.951 -0.27 0.30 0.21
Cl -2.111 -17.164 -41.709 0.29 0.70 0.24
Cl -0.947 -14.545 -42.402 0.16 -0.15 0.28
Cl -2.802 -14.765 -40.195 0.01 0.05 0.13
C -7.470 -25.857 -35.530 -0.86 -0.36 -0.28
Cl -6.615 -24.617 -34.637 0.41 -0.09 0.15
Cl -6.849 -27.487 -35.229 0.12 0.50 -0.02
Cl -9.185 -25.812 -35.041 0.10 -0.13 0.12
Cl -7.421 -25.497 -37.272 0.31 -0.30 0.07
C -11.880 -20.529 -41.552 0.45 -0.61 1.35
N -10.999 -19.516 -42.189 0.04 -0.54 -0.90
O -11.477 -18.882 -43.099 -0.18 0.28 0.24
O -9.820 -19.489 -41.881 -0.06 0.08 0.43
H -11.367 -20.990 -40.707 0.34 0.28 -0.13
H -12.039 -21.336 -42.261 -0.43 0.36 -0.31
H -12.765 -20.075 -41.119 -0.24 0.14 -0.69
C -9.137 -22.677 -36.397 0.38 -0.99 -0.36
N -10.459 -22.104 -36.089 0.53 0.62 0.86
O -10.493 -21.344 -35.136 -0.05 0.27 0.00
O -11.410 -22.422 -36.747 -0.34 -0.20 -0.54
H -8.506 -22.026 -36.996 -0.61 0.30 -0.16
H -9.338 -23.613 -36.916 0.16 0.20 -0.06
H -8.585 -22.869 -35.482 -0.35 0.08 0.16
C -4.406 -16.444 -35.943 0.22 -0.95 -0.31
N -5.804 -16.084 -35.635 0.16 1.78 -0.63
O -6.657 -16.339 -36.464 -0.18 -0.54 -0.08
O -6.003 -15.457 -34.622 -0.13 -0.35 0.41
H -4.347 -17.442 -35.503 0.64 0.24 -0.11
H -3.683 -15.734 -35.562 -0.31 0.01 0.57
H -4.239 -16.525 -37.014 -0.43 -0.09 -0.01
C -2.143 -25.635 -39.432 0.52 0.11 -0.19
N -3.081 -24.512 -39.230 -0.11 1.07 0.91
O -2.688 -23.377 -39.461 0.10 -0.45 -0.44
O -4.141 -24.735 -38.686 -0.32 -0.48 -0.31
H -2.006 -26.066 -38.445 0.05 -0.13 -0.07
H -1.232 -25.185 -39.813 0.05 -0.19 0.04
H -2.532 -26.372 -40.127 -0.29 0.10 0.06
C -9.411 -18.236 -35.620 -1.44 2.15 -1.10
N -8.445 -19.019 -36.396 -0.37 -1.29 1.79
O -8.805 -19.542 -37.436 0.06 0.48 0.07
O -7.372 -19.204 -35.850 0.21 -0.02 -0.70
H -10.041 -17.775 -36.388 0.17 0.19 0.11
H -8.898 -17.448 -35.080 0.24 -0.21 0.06
H -10.158 -18.723 -34.997 0.76 -1.08 0.04
C -1.196 -20.027 -37.352 1.06 0.24 0.71
N -1.780 -18.873 -38.062 -1.62 0.48 -0.02
O -2.037 -17.868 -37.416 0.53 -0.45 -0.34
O -2.103 -19.013 -39.236 0.54 -0.16 0.64
H -1.713 -20.944 -37.606 0.01 0.07 -0.32
H -1.218 -19.831 -36.284 -0.42 0.10 -0.06
H -0.134 -20.034 -37.603 -0.12 -0.31 -0.40
C -5.547 -18.425 -45.992 -0.29 -0.97 -1.35
N -4.877 -18.954 -44.796 0.99 1.26 0.46
O -3.664 -18.928 -44.765 -0.10 -0.42 -0.17
O -5.577 -19.207 -43.838 -0.42 -0.46 0.12
H -4.960 -18.590 -46.893 0.53 0.14 0.37
H -5.704 -17.360 -45.859 -0.32 -0.08 0.20
H -6.426 -19.046 -46.151 -0.42 0.60 0.36
C -5.227 -20.187 -33.871 -1.07 -0.37 -0.15
N -4.019 -19.798 -34.612 1.67 -0.72 0.02
O -2.994 -19.710 -33.959 -0.41 0.28 -0.05
O -4.032 -19.681 -35.829 -0.72 0.09 0.31
H -5.899 -20.705 -34.551 0.09 0.22 -0.08
H -5.727 -19.299 -33.491 0.16 0.10 -0.02
H -4.962 -20.855 -33.060 0.34 0.22 0.07
C -7.503 -23.404 -41.287 0.36 -0.25 0.29
C -8.258 -22.546 -42.066 -0.53 0.35 -0.21
C -7.738 -22.027 -43.243 0.96 -0.20 -0.24
C -6.445 -22.389 -43.624 -0.32 -0.09 -0.13
C -5.707 -23.286 -42.864 0.39 0.48 -0.31
C -6.226 -23.781 -41.689 0.01 0.29 0.49
H -7.836 -23.743 -40.313 -0.30 -0.02 -0.11
H -9.248 -22.227 -41.763 0.04 -0.12 0.16
H -8.238 -21.318 -43.888 -0.41 -0.01 0.28
H -6.032 -21.955 -44.525 0.09 -0.08 0.01
H -4.683 -23.512 -43.138 -0.06 -0.09 -0.11
H -5.580 -24.335 -41.019 -0.21 -0.29 -0.05